1.
The following is a quantum chemistry calculation of 5 unconnected molecules or ions with the total composition C21H56N5O6S at a distorted geometry, from OMol25.

Geometry as XYZ:
```
89
Properties=species:S:1:pos:R:3:forces:R:3:lowdin_charge:R:1
C -1.86137 0.75851 1.23252 1.4 1.2 -0.8 0.000
C -0.44602 0.29162 0.59692 -0.5 -4.0 0.0 -0.397
O -0.24204 -0.92430 0.35859 -0.5 4.9 0.7 0.079
O 0.57789 1.25871 0.35801 -1.8 -0.3 -0.9 -0.082
C 0.61030 1.70305 -1.01532 0.6 0.0 -1.1 -0.171
C -0.81816 1.80890 -1.73410 -0.5 0.4 -1.0 -0.118
C -0.80065 2.77296 -3.04714 -0.5 -2.0 -0.4 -0.176
N -0.18509 4.11066 -2.69272 1.2 -0.4 1.5 -0.376
S -0.79760 5.46006 -3.63021 0.0 1.3 -0.6 0.871
H -2.07316 0.15632 2.17301 0.2 0.8 -1.5 0.103
H -2.65975 0.63550 0.42259 1.0 -0.2 1.4 0.071
H -1.80254 1.89008 1.45192 -0.1 -1.8 -0.1 0.094
H 1.25150 0.98901 -1.65753 -0.9 0.9 1.0 0.153
H 1.18273 2.70794 -1.01361 -0.9 -1.5 0.3 0.130
H -1.12394 0.77461 -2.14116 0.4 1.6 0.7 0.133
H -1.66488 2.20167 -1.07897 1.3 -0.6 -0.5 0.122
H -0.19859 2.26672 -3.87718 -0.7 1.1 1.1 0.153
H -1.84571 2.95892 -3.46331 1.3 -0.3 0.8 0.133
H 0.84893 3.98047 -2.76216 -0.8 0.4 0.0 0.151
H -0.39926 4.27071 -1.68560 0.2 -0.1 -0.7 0.142
H -0.01652 6.53641 -3.16810 -0.5 -1.4 -0.1 -0.056
C -1.46834 -4.18712 -4.19483 0.1 -0.2 0.2 -0.067
C -0.81139 -3.19286 -5.14780 -0.4 0.0 0.1 -0.427
C -0.78431 -1.74868 -4.60604 0.2 0.0 -0.3 -0.206
O -2.03196 -1.06324 -4.70302 0.3 0.1 0.4 -0.204
C -2.93326 -1.33237 -3.64149 -0.2 0.1 -0.3 -0.124
N -1.47971 -3.26976 -6.45252 0.1 0.4 0.1 0.042
H -2.55600 -4.09152 -4.17310 0.1 0.1 0.0 0.065
H -1.24551 -5.21226 -4.50332 0.0 0.2 0.0 0.083
H -1.09239 -4.05947 -3.17531 0.0 0.0 0.0 0.080
H 0.22880 -3.51222 -5.27814 0.0 0.2 0.0 0.139
H -0.08586 -1.17278 -5.22171 -0.1 0.0 -0.1 0.117
H -0.39757 -1.71040 -3.57958 -0.1 -0.1 0.1 0.113
H -2.41368 -1.47579 -2.68890 0.0 -0.1 0.0 0.080
H -3.54508 -2.20488 -3.87890 0.0 -0.1 0.3 0.080
H -3.60478 -0.47628 -3.54235 0.0 0.0 -0.1 0.083
H -0.98298 -2.67126 -7.10997 0.0 -0.2 -0.1 0.074
H -2.38846 -2.81485 -6.35453 0.1 -0.2 0.0 0.071
C 5.22931 -1.56051 0.76212 0.1 -0.2 0.1 -0.069
C 5.87073 -0.57372 -0.20898 -0.4 0.0 0.2 -0.427
C 5.90389 0.87537 0.31907 0.2 0.0 -0.3 -0.198
O 4.65501 1.55672 0.23399 0.3 -0.1 0.2 -0.202
C 3.76819 1.29630 1.31233 -0.1 0.0 -0.2 -0.102
N 5.18285 -0.66266 -1.50331 0.0 0.3 -0.1 0.035
H 4.14200 -1.46595 0.79924 0.1 0.1 0.0 0.063
H 5.44895 -2.58835 0.45929 0.0 0.2 0.0 0.080
H 5.62018 -1.42338 1.77454 0.0 0.0 -0.1 0.079
H 6.90921 -0.89309 -0.35198 0.0 0.1 0.0 0.137
H 6.59209 1.44650 -0.31184 -0.1 0.0 0.0 0.120
H 6.30523 0.92412 1.33826 -0.1 -0.1 0.1 0.121
H 4.29774 1.16266 2.25881 0.0 0.0 0.0 0.079
H 3.15481 0.42044 1.08929 0.0 -0.1 0.2 0.070
H 3.09703 2.15182 1.41159 0.1 0.0 0.0 0.083
H 5.66940 -0.06892 -2.17267 0.0 -0.2 0.0 0.071
H 4.27566 -0.20727 -1.39417 0.1 -0.2 0.0 0.058
C 2.92621 1.78127 7.69803 0.0 -0.1 0.3 -0.070
C 2.59366 0.95064 6.46215 0.1 0.4 0.0 -0.429
C 3.70488 0.96738 5.39242 -0.2 -0.2 -0.1 -0.202
O 3.74963 2.16113 4.61462 0.3 -0.3 0.2 -0.218
C 4.46202 3.22975 5.21844 -0.2 0.2 -0.2 -0.099
N 1.30851 1.40326 5.91453 0.1 -0.1 -0.3 0.036
H 2.84370 2.85480 7.51659 0.0 -0.1 -0.1 0.064
H 2.23653 1.54256 8.51267 0.0 0.0 -0.2 0.079
H 3.93992 1.57005 8.05045 -0.1 0.0 0.0 0.081
H 2.47625 -0.08693 6.79487 0.0 0.0 -0.1 0.137
H 3.49661 0.16219 4.68039 0.0 0.1 -0.1 0.117
H 4.68743 0.74943 5.82775 0.0 0.1 0.1 0.121
H 5.31798 2.87711 5.79989 -0.1 0.0 0.1 0.094
H 3.79204 3.82183 5.84531 0.2 0.0 0.2 0.075
H 4.83014 3.88092 4.42308 0.0 -0.1 0.0 0.087
H 1.04786 0.78933 5.14479 -0.1 0.0 0.1 0.066
H 1.47431 2.30173 5.45868 -0.1 -0.1 0.2 0.067
C -6.38233 -0.41938 -0.51450 0.0 0.2 -0.1 -0.065
C -5.09772 -1.24238 -0.48271 -0.4 -0.2 0.2 -0.433
C -5.28471 -2.69338 -0.97409 0.3 -0.1 0.1 -0.205
O -5.89653 -3.55601 -0.02284 0.0 0.3 -0.5 -0.184
C -7.31451 -3.49491 0.00192 0.0 -0.1 0.3 -0.098
N -4.53494 -1.19950 0.87161 0.2 -0.2 -0.1 0.041
H -7.07124 -0.68641 0.28886 0.1 -0.1 -0.1 0.068
H -6.15506 0.64475 -0.39797 0.0 -0.1 0.0 0.074
H -6.90324 -0.54356 -1.46827 0.0 0.0 0.1 0.082
H -4.38735 -0.75539 -1.16237 0.1 -0.1 0.0 0.106
H -4.29130 -3.11615 -1.15601 0.0 0.0 0.1 0.118
H -5.81695 -2.72995 -1.93250 -0.1 0.1 0.0 0.119
H -7.73660 -3.32793 -0.99279 0.0 0.1 0.0 0.092
H -7.64573 -2.71702 0.69320 -0.2 0.0 -0.1 0.075
H -7.68587 -4.44970 0.37795 0.1 0.0 0.0 0.092
H -3.63402 -1.67570 0.86293 0.0 0.1 0.0 0.073
H -5.11546 -1.79670 1.46241 0.0 0.2 -0.1 0.081
```
Positions in Å, forces in eV/Å.

Output
Kohn-Sham gap = 6.770 eV
molecular weight = 506.8 g/mol
net charge = +1



2.
The following is a quantum chemistry calculation of a molecular structure, C32H39BrN4O3STc at a distorted geometry, from OMol25.

Geometry as XYZ:
```
81
Properties=species:S:1:pos:R:3:forces:R:3:nbo_charge:R:1
Tc -1.08993 0.22136 -0.16912 1.0 0.5 0.6 1.439
Br -2.61996 3.40549 6.03985 0.0 -0.1 -0.3 0.120
C -2.62672 2.90504 4.21073 0.0 -0.1 0.3 -0.148
C -2.47814 3.89063 3.22176 -0.1 -0.1 0.1 -0.144
C -2.42155 3.54357 1.89742 0.0 -0.2 -0.4 -0.278
C -2.44665 2.19116 1.48159 -0.3 0.3 1.3 0.427
O -2.30544 1.87909 0.23385 0.3 -0.7 -1.0 -0.721
C -2.65117 1.20311 2.50482 0.2 0.2 -0.6 -0.250
C -2.84148 -0.16231 2.15271 0.0 0.4 0.0 0.238
N -2.35841 -0.72792 1.08182 0.1 0.4 0.3 -0.428
C -2.83335 -1.96899 0.61052 -0.2 -0.6 -0.4 0.091
C -3.35870 -2.99482 1.35777 0.2 0.4 0.0 -0.171
C -3.85516 -4.14138 0.71731 0.0 -0.1 -0.2 -0.180
C -3.83162 -4.24873 -0.64881 0.0 -0.1 0.2 -0.147
C -3.28059 -3.21676 -1.44087 0.1 0.2 0.1 -0.106
C -3.19386 -3.25938 -2.85034 0.1 0.2 0.0 -0.046
C -2.60207 -2.21422 -3.51166 -0.1 -0.2 0.0 -0.256
C -2.07914 -1.13846 -2.78687 0.2 0.3 0.0 0.131
N -2.14860 -1.05504 -1.46839 -0.3 0.1 -0.3 -0.454
C -2.75948 -2.07960 -0.79398 -0.2 -0.3 0.3 0.241
C -2.76381 1.59010 3.85045 0.0 0.2 0.3 -0.105
H -2.41858 4.92909 3.51809 0.0 0.0 0.0 0.250
H -2.32154 4.30830 1.13770 0.0 0.0 0.0 0.232
H -3.50140 -0.74154 2.79380 0.1 -0.2 0.0 0.227
H -3.37288 -2.92961 2.43672 0.0 -0.1 0.1 0.236
H -4.25829 -4.93941 1.32413 0.0 0.0 0.0 0.250
H -4.21606 -5.13368 -1.13614 0.0 0.0 0.0 0.245
H -3.58789 -4.11125 -3.38774 0.0 0.0 0.0 0.248
H -2.51127 -2.20827 -4.58748 0.0 0.0 0.0 0.259
H -1.56377 -0.33591 -3.29919 0.0 0.0 0.0 0.232
H -2.91082 0.83132 4.60746 0.0 0.0 0.1 0.231
C 0.71729 -4.54098 -1.28107 0.0 0.1 0.0 -0.581
C 1.13566 -3.82241 0.01362 0.0 -0.3 0.0 -0.175
C 0.49058 -4.52070 1.22532 0.0 0.1 -0.1 -0.580
C 2.66144 -3.82006 0.16664 -0.1 0.1 0.0 -0.583
C 0.62342 -2.46237 -0.04909 0.0 0.3 0.0 0.149
C 0.13507 -1.34503 -0.14161 -0.2 0.7 0.1 -0.327
H 1.09200 -5.56340 -1.26953 0.0 0.0 0.0 0.230
H 1.12019 -4.03284 -2.15638 0.0 0.0 0.0 0.222
H -0.36986 -4.56834 -1.36344 0.0 0.0 0.0 0.202
H 0.86097 -5.54286 1.28682 0.0 0.0 0.0 0.231
H -0.59448 -4.54544 1.12271 0.0 0.0 0.0 0.206
H 0.74549 -4.00545 2.15049 0.0 0.0 0.0 0.217
H 3.01466 -4.84649 0.24912 0.0 0.0 0.0 0.229
H 2.95392 -3.27911 1.06545 0.1 0.0 0.0 0.216
H 3.13743 -3.35543 -0.69555 0.0 0.0 0.0 0.219
C 1.26528 1.18617 3.70323 -0.1 -0.2 0.1 -0.412
N 1.66714 2.04146 2.59679 -0.2 -0.1 -0.2 -0.380
C 2.72973 3.00032 2.87754 0.2 0.2 -0.1 -0.214
C 3.54597 3.21332 1.61875 -0.2 0.0 0.0 -0.422
C 2.60589 3.66600 0.52140 0.3 0.1 0.0 -0.214
N 1.50194 2.71184 0.35795 -0.3 -0.3 0.0 -0.447
C 0.58064 3.13097 -0.68244 0.2 0.5 0.2 0.112
C 1.04668 1.97681 1.41856 0.7 0.3 0.0 0.837
O 0.05701 1.20780 1.28639 -0.9 -0.8 -0.5 -0.685
H 2.12456 0.61306 4.05186 0.0 0.0 0.0 0.220
H 0.48626 0.50361 3.38203 0.0 0.0 0.0 0.233
H 0.89181 1.79530 4.52789 0.0 0.0 0.0 0.221
H 3.34410 2.59574 3.68018 -0.1 0.0 0.0 0.235
H 2.29464 3.94124 3.22934 0.0 0.0 0.0 0.211
H 4.03282 2.27912 1.33584 0.0 0.0 0.0 0.225
H 4.31495 3.96527 1.78251 0.0 0.0 0.0 0.254
H 3.13436 3.74044 -0.43054 -0.1 0.0 0.0 0.228
H 2.20236 4.65612 0.76488 0.0 0.0 0.0 0.201
H 1.19411 3.61299 -1.44800 -0.1 0.0 0.1 0.204
H -0.12582 3.86849 -0.28037 -0.1 -0.2 -0.1 0.182
H -1.03927 2.40214 -1.44882 0.1 0.3 0.0 0.517
O -0.13393 2.07635 -1.31605 -0.5 -0.8 0.1 -0.688
S 1.23277 0.12584 -3.41111 -0.1 -0.1 -0.2 0.125
C 2.90656 0.57583 -2.82456 -0.1 -0.3 0.1 -0.510
C 3.26592 1.90556 -3.47752 0.0 -0.1 -0.1 -0.405
C 2.58768 1.92759 -4.84356 -0.1 0.1 0.0 -0.413
C 1.14548 1.50616 -4.60805 -0.1 -0.1 0.2 -0.506
H 3.58108 -0.22082 -3.13708 0.0 0.1 0.0 0.229
H 2.89229 0.60701 -1.73516 0.1 0.1 0.0 0.216
H 4.34730 2.00987 -3.56255 0.0 0.0 0.0 0.238
H 2.89935 2.73917 -2.87264 0.0 0.0 0.0 0.179
H 3.07739 1.21637 -5.50931 0.0 0.0 0.0 0.222
H 2.62990 2.91490 -5.30306 0.1 0.0 0.0 0.232
H 0.63951 1.15754 -5.50615 0.0 0.0 0.0 0.239
H 0.55807 2.31035 -4.15958 0.0 0.1 -0.1 0.196
```
Positions in Å, forces in eV/Å.

Output
Kohn-Sham gap (spin up / spin down) = 6.729 / 5.549 eV
molecular weight = 737.7 g/mol
2S+1 = 4
net charge = +2



3.
The following is a quantum chemistry calculation of C6H9N in the gas phase at a distorted geometry, from OMol25.

Geometry as XYZ:
```
16
Properties=species:S:1:pos:R:3:forces:R:3:nbo_charge:R:1
C 0.40547 2.49121 0.02415 -0.8 0.4 -0.4 -0.637
C 0.88946 0.98126 0.31776 -0.9 1.0 -1.4 -0.409
C -0.07600 -0.20750 0.14454 0.8 -0.2 2.0 -0.076
C 0.50470 -1.47520 0.57000 1.1 0.1 -0.8 -0.309
C -0.30055 -2.49354 0.16401 -0.5 1.8 -2.8 -0.055
N -1.27334 -1.88014 -0.69520 0.7 0.0 4.2 -0.538
C -1.34421 -0.51430 -0.27743 0.8 -0.5 -3.2 -0.079
H 1.16429 3.21243 0.31075 0.3 -0.2 0.4 0.211
H 0.12963 2.90755 -0.99450 0.8 -1.7 0.3 0.215
H -0.52910 2.86209 0.49829 0.6 -0.9 0.6 0.211
H 1.73463 0.73400 -0.38161 -0.8 0.4 0.3 0.216
H 1.37599 0.87014 1.29376 -0.4 0.5 0.0 0.220
H 1.59586 -1.59205 0.75815 -1.2 0.1 0.6 0.218
H -0.15267 -3.53653 0.12898 0.2 -0.9 0.0 0.205
H -1.94527 -2.41280 -1.17801 -1.3 -0.3 0.0 0.398
H -2.17890 0.05337 -0.68366 0.5 0.2 0.1 0.209
```
Positions in Å, forces in eV/Å.

Output
Kohn-Sham gap = 9.254 eV
molecular weight = 95.1 g/mol
energy above the lowest of the compared OMol25 structures with the same formula, charge and spin = 51.01 kcal/mol



4.
The following is a quantum chemistry calculation of 3 unconnected molecules or ions with the total composition C6H22NO2PS2, from OMol25.

Geometry as XYZ:
```
34
Properties=species:S:1:pos:R:3:forces:R:3:nbo_charge:R:1
C -1.43397 -4.49144 -0.58286 0.1 0.1 0.0 -0.418
N -1.89728 -3.12108 -0.39584 -0.1 -0.4 -0.3 -0.642
C -3.13583 -2.83510 -1.11137 0.1 0.1 0.0 -0.565
P -4.57483 -3.99560 -0.71843 0.0 0.1 0.2 0.643
H -2.13261 -5.20346 -0.14081 0.0 0.0 0.0 0.179
H -0.48202 -4.61593 -0.06539 0.0 0.0 0.0 0.197
H -1.28327 -4.77404 -1.63698 -0.1 0.0 0.0 0.159
H -1.17564 -2.51426 -0.76902 0.0 0.3 0.4 0.396
H -3.01303 -2.81669 -2.21140 -0.1 -0.1 0.0 0.160
H -3.47958 -1.83918 -0.80505 0.0 0.0 -0.1 0.196
H -4.06721 -5.03050 -1.54976 0.0 0.0 0.0 -0.045
H -5.47421 -3.06332 -1.30262 0.0 0.0 -0.1 -0.038
H -4.27274 -3.89997 0.67584 0.0 -0.1 0.0 -0.044
H -5.71652 -4.86196 -0.39542 0.0 0.0 0.0 -0.185
C 2.61713 -1.10103 0.07806 0.1 0.0 0.0 -0.830
S 1.02675 -0.26925 0.10528 0.0 0.0 0.1 1.267
O 0.18881 -0.93582 -0.93186 0.0 0.0 -0.2 -1.014
C 1.59924 1.26599 -0.61071 0.1 0.0 -0.1 -0.841
H 2.46194 -2.11231 0.44790 0.0 0.0 0.0 0.238
H 2.98772 -1.12944 -0.94630 0.0 0.0 0.0 0.228
H 3.30860 -0.56875 0.73102 0.0 0.0 0.0 0.232
H 2.02293 1.06076 -1.59441 0.0 0.0 0.0 0.222
H 2.32641 1.72751 0.05585 -0.1 0.0 0.0 0.264
H 0.73561 1.92078 -0.70580 0.0 0.0 0.0 0.236
C 2.81260 5.46465 0.19755 0.0 0.0 0.0 -0.831
S 3.01620 4.67750 1.79850 0.0 0.0 0.0 1.259
O 2.49850 3.28975 1.65253 0.0 0.0 0.0 -1.003
C 1.73256 5.60543 2.64098 0.0 0.1 0.0 -0.830
H 3.50092 4.98074 -0.49214 0.0 0.0 0.0 0.241
H 1.78578 5.32774 -0.14031 0.0 0.0 0.0 0.232
H 3.05870 6.52313 0.28036 0.0 0.0 0.0 0.230
H 0.78576 5.45520 2.12343 0.0 0.0 0.0 0.233
H 2.00464 6.66058 2.66340 0.0 0.0 0.0 0.229
H 1.66796 5.21935 3.65578 0.0 0.0 0.0 0.244
```
Positions in Å, forces in eV/Å.

Output
Kohn-Sham gap = 8.101 eV
molecular weight = 235.4 g/mol
energy above the lowest of the compared OMol25 structures with the same formula, charge and spin = 0.00 kcal/mol